[1]
Computed, not measured: a cluster of 2 separate species, C3H7O3 in total, with wB97M-V/def2-TZVPD.

## Properties
**HOMO-LUMO gap**: 8.9 eV
**Relative energy (zero: lowest compared OMol25 entry of this formula, charge and spin)**: 66.3 kJ/mol
**LUMO level**: 4.282 eV
**HOMO**: -4.7 eV

The geometry in ORCA input format:
```
! wB97M-V def2-TZVPD RIJCOSX def2/J DEFGRID3
* xyz -1 1
C -0.97261 -1.00370 -0.65331
O -1.18764 0.36539 -0.63118
C -1.75702 -1.67954 0.46472
H 0.08311 -1.23898 -0.53786
H -1.28004 -1.42873 -1.62732
H -1.49380 -2.73264 0.58969
H -2.82400 -1.62832 0.25910
H -1.54854 -1.14598 1.38286
O 1.83774 0.14314 1.07843
C 1.54156 1.19946 0.52748
O 1.17139 1.38468 -0.67731
H 1.58078 2.13841 1.13791
H -0.30915 0.83148 -0.61065
*
```

---

[2]
Computed, not measured: a cluster of 4 separate species, C29H47F5NO5 in total in a non-equilibrium geometry, with wB97M-V/def2-TZVPD.

## Properties
**HOMO-LUMO gap**: 8.2 eV
**LUMO level**: -2.829 eV
**HOMO**: -11.1 eV

The geometry in ORCA input format:
```
! wB97M-V def2-TZVPD RIJCOSX def2/J DEFGRID3
* xyz 1 1
C 1.01615 -1.56543 2.93784
O 0.08888 -2.01179 1.95727
C -0.56869 -0.95893 1.31448
C 0.34613 -0.14141 0.40926
C -0.44012 0.69372 -0.58777
C -1.57894 1.55538 -0.05392
C -1.40132 2.80611 0.81899
C -1.17088 2.67652 2.30929
O -1.80449 3.76959 2.95042
C -1.42284 5.03755 2.48258
C -1.24977 5.19099 0.96209
N -0.59151 3.98097 0.29589
C 0.89679 4.14011 0.40922
F 1.14703 4.88845 -0.70629
F 1.14320 4.93555 1.45028
C 1.85559 2.98557 0.43052
C 2.41171 2.57742 1.64800
C 3.38366 1.57854 1.67906
C 3.81200 0.97104 0.50381
C 3.25955 1.38738 -0.71041
C 3.69741 0.71849 -1.98348
F 3.23326 -0.52160 -2.04764
F 5.02627 0.65416 -2.05693
F 3.26648 1.36422 -3.05926
C 2.31022 2.39636 -0.74197
H 1.93973 -1.21900 2.47190
H 0.57542 -0.76377 3.53353
H 1.25431 -2.40531 3.57797
H -1.06862 -0.30676 2.04122
H -1.35790 -1.40183 0.70922
H 1.06695 0.41247 0.99682
H 0.90994 -0.87803 -0.16140
H 0.17634 1.27357 -1.27194
H -0.92487 -0.02939 -1.24351
H -2.25916 0.91750 0.50287
H -2.15991 1.85822 -0.92070
H -2.40862 3.20817 0.79507
H -1.66119 1.77204 2.64006
H -0.11447 2.64667 2.57986
H -0.52949 5.40525 2.98447
H -2.21986 5.71832 2.76016
H -0.69660 6.08614 0.71297
H -2.22181 5.32818 0.50098
H -0.82241 4.08455 -0.69323
H 2.13529 3.03529 2.58413
H 3.82977 1.27271 2.60964
H 4.56366 0.20035 0.52009
H 1.92333 2.72998 -1.69163
C 1.86085 -2.24908 -4.34151
C 1.73598 -3.21507 -5.51615
C 0.22450 -3.36757 -5.62835
O -0.33897 -2.12395 -5.19496
C 0.66775 -1.33158 -4.56973
H 2.80572 -1.71119 -4.31138
H 1.74574 -2.79022 -3.39908
H 2.13724 -2.75615 -6.42219
H 2.24618 -4.16386 -5.36147
H -0.14453 -4.16357 -4.97348
H -0.10852 -3.57445 -6.64506
H 0.92794 -0.50332 -5.23920
H 0.26847 -0.91393 -3.64180
C -4.06732 1.78150 -4.56552
C -5.23261 0.79457 -4.54429
C -4.70052 -0.29598 -3.62306
O -3.83067 0.36087 -2.68688
C -3.56981 1.68598 -3.13139
H -4.34926 2.79368 -4.85062
H -3.29569 1.43473 -5.25555
H -6.11438 1.26456 -4.10369
H -5.50402 0.41796 -5.52796
H -4.11748 -1.03784 -4.17577
H -5.48752 -0.81170 -3.07444
H -4.11336 2.38571 -2.48058
H -2.49757 1.88639 -3.04267
C 0.80636 -5.53206 7.01197
C 1.11916 -6.19857 5.67536
C 1.29964 -4.99317 4.76518
O 1.82012 -3.93807 5.58490
C 1.70870 -4.30831 6.96494
H 1.00205 -6.16573 7.87486
H -0.24217 -5.22773 7.04278
H 2.05199 -6.76177 5.74529
H 0.33928 -6.87423 5.32912
H 0.34092 -4.66499 4.34768
H 1.98932 -5.18264 3.94176
H 2.70949 -4.53916 7.34369
H 1.31143 -3.46434 7.52942
*
```

---

[3]
Computed, not measured: a cluster of 2 separate species, C11H10Si in total in a non-equilibrium geometry, with wB97M-V/def2-TZVPD.

## Properties
**HOMO-LUMO gap (spin up / spin down)**: 8.0 / 6.7 eV
**Relative energy (zero: lowest compared OMol25 entry of this formula, charge and spin)**: 548.3 kJ/mol
**LUMO level (spin up / spin down)**: -0.849 / -0.212 eV
**HOMO (spin up / spin down)**: -8.9 / -7.0 eV

The geometry in ORCA input format:
```
! wB97M-V def2-TZVPD RIJCOSX def2/J DEFGRID3
* xyz 0 1
C -2.36355 -1.44155 -1.53012
C -2.36684 3.68496 -1.35006
C -2.27688 -0.45599 -2.19575
C -2.25593 2.64449 -1.91969
C 2.40607 -1.83416 0.88064
C 2.24263 -1.36842 -0.53470
C 1.66788 -1.23213 1.89510
C 1.38101 -0.30222 -0.80342
C 0.80949 -0.10472 1.58766
C 0.75796 0.31529 0.33594
C -0.04540 0.31898 2.73855
Si -1.77167 1.17362 -2.86809
H -2.82918 -2.23446 -1.09369
H -2.21749 4.55387 -0.69794
H 3.15848 -2.53240 1.09310
H 2.59349 -1.83742 -1.40023
H 1.68845 -1.76422 2.83317
H 1.17120 0.11227 -1.77090
H -0.64487 -0.54450 2.74378
H 0.54276 0.39739 3.60627
H -0.56484 1.26619 2.53994
H -1.08278 1.18512 -4.08953
*
```

---

[4]
Computed, not measured: a cluster of 4 separate species, C31H46ClF9NO11S in total in a non-equilibrium geometry, with wB97M-V/def2-TZVPD.

## Properties
**HOMO-LUMO gap**: 7.8 eV
**LUMO level**: 1.915 eV
**HOMO**: -5.8 eV

The geometry in ORCA input format:
```
! wB97M-V def2-TZVPD RIJCOSX def2/J DEFGRID3
* xyz -1 1
C 4.33809 -1.06251 1.88405
C 3.62613 0.28642 1.80013
C 2.17290 0.05909 1.40177
O 1.35312 1.19054 1.60464
C 0.74342 1.80164 0.47146
C 1.80916 2.38431 -0.44154
C 2.38382 3.76427 -0.06763
C 3.34779 3.84938 1.11348
S 2.56615 4.13525 2.73248
O 0.06713 2.93151 1.04009
C -1.16914 2.60094 1.47376
O -1.81264 3.36847 2.11209
C -1.49222 1.19174 1.01728
C -1.28666 0.20430 2.21723
C -1.22662 0.83034 3.61892
C -2.96523 1.02853 0.56980
C -4.01045 1.55246 1.51802
C -4.57998 2.87421 1.08916
N -4.40562 0.89715 2.53111
C -0.47460 1.04091 -0.17011
C -0.38635 -0.46000 -0.50911
C 0.22622 -0.93510 -1.83646
C 1.63690 -0.51000 -2.20177
Cl 0.15409 -2.76462 -1.78128
C -0.92451 1.93314 -1.38806
O -0.39494 1.64778 -2.47646
O -1.71217 2.84767 -1.15429
H 4.15278 -1.52199 2.85422
H 5.41247 -0.97320 1.74005
H 3.96516 -1.76140 1.13444
H 3.66687 0.82286 2.74653
H 4.11239 0.89589 1.03615
H 1.79144 -0.74990 2.03648
H 2.16082 -0.32362 0.38400
H 2.67003 1.71885 -0.52057
H 1.43096 2.48311 -1.45658
H 2.99247 4.02661 -0.93797
H 1.59956 4.51481 -0.01564
H 3.99752 4.70752 0.94072
H 4.00545 2.98351 1.13243
H 3.42865 3.45071 3.48730
H -2.07152 -0.54716 2.23262
H -0.35009 -0.33321 2.12682
H -1.22321 0.02159 4.34966
H -2.04211 1.51616 3.81194
H -0.28498 1.36996 3.73382
H -3.11986 1.51540 -0.38408
H -3.15899 -0.03659 0.42597
H -3.78879 3.50696 0.70147
H -5.28851 2.67378 0.27903
H -5.14241 3.36785 1.87948
H -5.11373 1.42793 3.03418
H 0.08965 -1.03750 0.27670
H -1.41444 -0.82376 -0.52499
H -0.44218 -0.65716 -2.64077
H 2.16734 -1.34866 -2.65443
H 2.23437 -0.17378 -1.36164
H 1.60801 0.28476 -2.93725
C 5.18739 -7.49535 0.96698
C 4.46808 -7.41934 2.29527
O 5.22802 -6.66581 3.26299
C 5.13493 -5.34757 3.16491
O 4.49691 -4.72927 2.36910
C 5.96420 -4.68584 4.28324
F 7.17348 -5.25110 4.38806
F 5.33440 -4.82734 5.45788
F 6.12307 -3.39108 4.04164
H 6.18805 -7.90822 1.09886
H 4.63291 -8.13254 0.27924
H 5.28686 -6.50862 0.51704
H 4.35763 -8.40855 2.73361
H 3.47609 -6.98218 2.19191
C -2.59827 -4.51819 -3.46763
C -1.74534 -4.83837 -4.67102
O -1.68139 -6.26565 -4.91363
C -2.70452 -6.79955 -5.55004
O -3.68018 -6.24677 -5.96358
C -2.45397 -8.30863 -5.74613
F -2.01568 -8.88367 -4.62081
F -1.52768 -8.49699 -6.69848
F -3.57072 -8.92424 -6.12388
H -2.23506 -5.05304 -2.59019
H -2.55660 -3.45051 -3.26122
H -3.63846 -4.80297 -3.62712
H -0.71572 -4.53432 -4.49895
H -2.10137 -4.33460 -5.56840
C -2.95910 6.93968 -2.65646
C -2.74572 6.85714 -1.16264
O -3.51178 7.87092 -0.46168
C -4.78859 7.59514 -0.27079
O -5.38134 6.63161 -0.65143
C -5.43574 8.70042 0.58722
F -5.09742 9.92075 0.14835
F -5.03400 8.59036 1.85982
F -6.76236 8.60124 0.55648
H -2.72517 7.94091 -3.02237
H -2.31403 6.22040 -3.15864
H -3.99275 6.71799 -2.91940
H -1.71010 7.06238 -0.90549
H -2.99793 5.87315 -0.77140
*
```

---

For each record above, in turn, the calculated E values are -344.2850, -2063.1796, -714.3330, -3848.5672 Eh.